Computed, not measured: a 2-piece molecular cluster, BrNO5S overall, with ωB97M-V with the def2-TZVPD basis set.

XYZ file:
```
8
Properties=species:S:1:pos:R:3:nbo_charge:R:1
N -0.49 -1.04 -0.22 0.750
O 0.54 -1.18 -0.76 -0.362
O -1.03 -1.76 0.50 -0.299
O 1.66 0.26 1.25 -0.863
O 1.11 2.04 -0.30 -0.838
O -1.10 0.14 -0.60 -0.482
S 1.84 0.82 -0.06 1.673
Br -2.53 0.71 0.19 0.422
```

Properties
Charge: 0
E_HOMO (Eh): -0.412
2S+1: 1
Lowest unoccupied orbital energy (eV): -0.87